1.
Molecular formula: C5H8O
Method: DFT, the ωB97M-V functional and the def2-TZVPD basis

Structure (XYZ):
```
14
Properties=species:S:1:pos:R:3:forces:R:3
C -2.007649 0.476454 0.144488 0.0 0.0 0.0
C -0.739843 -0.342254 0.153586 -0.4 0.0 0.5
C -0.261045 -0.995663 1.313433 0.0 0.0 -0.5
C 1.969554 -0.023062 -0.199665 0.0 0.0 0.0
C 0.510920 0.273460 -0.487397 0.4 0.2 0.0
O -0.245026 -0.662864 -1.180590 0.1 0.0 -0.1
H -2.118781 0.998879 1.097808 0.0 -0.1 -0.1
H -2.870268 -0.183865 0.013234 0.1 0.1 0.0
H -2.006812 1.196908 -0.679250 0.0 -0.1 0.1
H 2.227600 0.185571 0.842676 0.0 0.0 -0.2
H 0.442206 -1.782121 0.985635 0.0 0.1 0.0
H 2.598050 0.610158 -0.833805 -0.1 -0.1 0.1
H 2.193778 -1.068849 -0.421631 0.0 0.1 0.1
H 0.307317 1.317248 -0.748528 0.0 -0.2 0.1
```
Positions in Å, forces in eV/Å.

Calculated values
Relative energy (zero: lowest compared OMol25 entry of this formula, charge and spin) = 111.0 kcal per mole
Multiplicity = 1
Highest occupied orbital energy = -8.845 eV
Gap between HOMO and LUMO = 8.74 eV

Formally, the natural (NBO) partial charges of the atoms, in units of the elementary charge, are as follows:
1 C -0.6249
2 C 0.0106
3 C -0.0913
4 C -0.6570
5 C 0.1647
6 O -0.4786
7 H 0.2340
8 H 0.2258
9 H 0.2137
10 H 0.2339
11 H 0.1201
12 H 0.2249
13 H 0.2333
14 H 0.1908



2.
Molecular formula: C19H14BN3O7Zr
Method: DFT, the ωB97M-V functional and the def2-TZVPD basis

Structure (XYZ):
```
45
Properties=species:S:1:pos:R:3:forces:R:3
Zr 0.614682 -0.103762 0.115679 0.2 0.7 -0.3
O 7.735851 1.318078 -0.332174 -0.3 -0.2 0.1
C 6.757906 0.395469 -0.310404 0.3 0.2 -0.7
O 6.959574 -0.734874 -0.634379 0.0 -0.1 0.3
C 5.358222 0.861178 0.004586 -0.1 -0.1 0.2
C 4.867126 2.136870 -0.316892 0.2 0.0 0.0
C 3.550980 2.489005 -0.104508 -0.1 -0.4 0.0
C 2.703417 1.548724 0.495471 -0.3 0.5 -0.2
C 3.191181 0.286925 0.855774 0.3 -0.5 0.0
C 4.521069 -0.066890 0.587677 -0.2 0.1 -0.1
N 1.312512 1.678792 0.641815 -0.1 -0.3 0.1
C 0.455818 2.519798 -0.193315 0.0 0.2 -0.1
C -1.785810 3.467791 -1.566300 0.3 -0.1 -0.1
C -1.991101 5.049255 0.031504 -0.3 0.1 0.2
C -2.850402 4.040770 -0.731975 -0.1 -0.1 0.0
C -3.517057 2.769453 -0.256178 -0.1 0.0 0.0
C -2.953714 1.725282 -0.854607 0.2 0.0 -0.1
N -1.750644 2.148984 -1.596810 0.1 0.2 -0.2
H 7.444586 2.146935 0.060053 0.1 0.2 0.1
H 5.525302 2.864920 -0.776801 0.0 0.0 0.0
H 3.187889 3.465621 -0.390517 0.0 0.0 0.0
H 2.628214 -0.379412 1.515828 0.0 0.1 0.2
H 4.902603 -1.045696 0.845859 0.0 0.0 0.0
H 1.099122 3.217727 -0.740042 -0.1 0.0 -0.1
H -2.469416 5.915811 0.464619 0.0 0.0 0.0
H -3.567404 4.609647 -1.340037 0.0 0.0 0.0
H -4.424316 2.729465 0.325091 0.0 0.0 0.0
H -3.225187 0.682457 -0.873007 0.0 0.0 0.0
O -0.512854 3.188853 0.617884 0.1 0.1 -0.1
B -0.468186 1.524398 -1.207564 -0.1 -0.1 0.5
O -0.781250 4.217658 -1.884702 -0.2 0.1 0.2
C -0.760753 5.251083 -0.835330 0.2 0.0 -0.5
C -0.057161 6.484247 -1.142346 0.0 0.0 0.1
C 0.501470 7.153922 -0.126069 0.0 0.0 0.1
C 0.578229 6.598887 1.222938 0.0 0.0 -0.2
C 0.112084 5.380486 1.524244 -0.1 0.0 0.0
C -0.646666 4.594159 0.542832 0.2 -0.3 0.2
H -0.011085 6.832466 -2.164605 -0.1 0.0 0.0
H 0.972809 8.108272 -0.316078 0.0 0.0 0.0
H 1.104257 7.167656 1.976722 0.0 0.0 0.0
H 0.293789 4.922566 2.487843 -0.1 0.0 0.0
O -0.316107 -3.111771 2.103166 0.0 0.2 -0.2
N -0.022882 -2.207239 1.443543 0.1 0.4 -0.3
O -0.566369 -0.972328 1.577297 0.3 -0.8 0.0
O 0.875169 -2.204938 0.488612 -0.3 -0.5 0.7
```
Positions in Å, forces in eV/Å.

Calculated values
Relative energy (zero: lowest compared OMol25 entry of this formula, charge and spin) = 182.3 kcal per mole
Charge = +2
Multiplicity = 1
Highest occupied orbital energy = -14.897 eV
Gap between HOMO and LUMO = 6.22 eV

Formally, the natural (NBO) partial charges of the atoms, in units of the elementary charge, are as follows:
1 Zr 2.1200
2 O -0.6302
3 C 0.7626
4 O -0.5076
5 C -0.1601
6 C -0.1141
7 C -0.2748
8 C 0.2310
9 C -0.3998
10 C -0.0807
11 N -0.6931
12 C -0.1109
13 C 0.8069
14 C -0.2375
15 C -0.3576
16 C -0.1533
17 C -0.0227
18 N -0.6557
19 H 0.4846
20 H 0.2435
21 H 0.2369
22 H 0.2291
23 H 0.2716
24 H 0.2480
25 H 0.2853
26 H 0.3201
27 H 0.2738
28 H 0.2589
29 O -0.5411
30 B 0.3900
31 O -0.4080
32 C 0.2129
33 C -0.2286
34 C -0.1708
35 C -0.1910
36 C -0.2183
37 C 0.2662
38 H 0.2592
39 H 0.2508
40 H 0.2494
41 H 0.2484
42 O -0.1105
43 N 0.7178
44 O -0.5685
45 O -0.5321



3.
Molecular formula: C4H9NOSi
Method: DFT, the ωB97M-V functional and the def2-TZVPD basis

Structure (XYZ):
```
16
Properties=species:S:1:pos:R:3:forces:R:3
C -0.158548 2.231633 -0.452064 0.8 -0.1 1.3
C 0.424959 1.074537 -0.071470 0.8 2.4 -3.6
C 0.421645 -1.094691 1.132013 -1.6 3.8 -1.3
C -0.302130 -0.094240 0.154385 1.2 -5.9 -1.2
N 0.512430 -0.141954 2.222443 1.1 -0.7 1.8
O 1.652758 0.101991 2.581159 0.6 0.7 0.8
Si -0.699745 -1.148233 -1.492750 -0.3 0.2 1.6
H 0.463274 3.064655 -0.703887 0.3 0.3 -0.5
H -1.196002 2.509928 -0.290600 0.0 -0.5 0.1
H 1.434830 0.839842 -0.497719 -0.3 0.8 1.1
H -0.269180 -1.825384 1.363643 -0.9 -2.0 0.5
H 1.376316 -1.359142 0.783026 1.2 -0.7 -0.2
H -1.232824 -0.007096 0.567824 -2.6 0.7 1.0
H 0.446376 -1.614788 -2.314695 -0.1 0.6 -0.1
H -1.563814 -0.002272 -1.914384 -0.2 -0.8 -1.0
H -1.310347 -2.534788 -1.066922 0.1 1.4 -0.4
```
Positions in Å, forces in eV/Å.

Calculated values
Relative energy (zero: lowest compared OMol25 entry of this formula, charge and spin) = 31.6 kcal per mole
Multiplicity = 3
Highest occupied orbital energy (spin up / spin down) = -7.744 / -9.097 eV
Gap between HOMO and LUMO (spin up / spin down) = 8.66 / 8.24 eV

Formally, the natural (NBO) partial charges of the atoms, in units of the elementary charge, are as follows:
1 C -0.3830
2 C -0.2066
3 C -0.2737
4 C -0.5670
5 N 0.0252
6 O -0.1993
7 Si 0.7991
8 H 0.1968
9 H 0.1935
10 H 0.2029
11 H 0.2134
12 H 0.2087
13 H 0.2215
14 H -0.1475
15 H -0.1348
16 H -0.1491